Entry 1:
DFT (wB97M-V/def2-TZVPD) results for C43H93N2O33P6Zr as an isolated structure.

```
178
Properties=species:S:1:pos:R:3:mulliken_charge:R:1
Zr -0.08892 -0.77894 0.23339 1.332
P 0.73632 1.36641 -0.84594 -0.233
O 1.61947 0.26447 -0.23109 -0.131
O -0.17776 0.31683 -1.49062 -0.320
O 1.27153 2.64379 -1.45548 -0.107
O -0.24185 1.26035 0.40619 1.838
C 2.49759 1.40248 -3.93133 2.073
C 1.84170 1.68248 -5.22932 -0.163
N 1.39166 1.99123 -6.26900 -0.594
H 2.50957 2.36392 -3.41792 -1.026
H 3.43972 0.87280 -4.07251 0.519
H 1.91962 0.64053 -3.40838 -0.688
C 1.66275 4.75361 -4.27162 0.640
C 1.24296 5.37012 -5.60127 -0.010
N 0.95356 5.98898 -6.48865 -0.404
H 1.28167 5.31367 -3.41767 0.206
H 2.74353 4.67044 -4.15726 0.099
H 1.21062 3.77870 -4.08931 -0.545
C 2.15415 -6.37823 -3.42978 -1.053
C 0.80571 -5.65898 -3.37418 -0.071
O 0.71602 -4.72430 -2.34723 -0.366
P -0.51063 -3.56755 -2.37524 -0.756
O -0.41472 -2.37539 -1.44374 0.682
O -0.91006 -3.18523 -3.92102 0.088
C -0.12485 -2.22225 -4.78668 0.697
C -0.48385 -2.66049 -6.25182 -1.547
O -1.78751 -4.40081 -1.88269 -0.239
C -2.99442 -4.48217 -2.55669 0.564
C -3.22429 -5.35480 -3.70046 -1.295
H 2.52577 -6.82341 -4.35272 0.382
H 2.80679 -5.54416 -3.17191 0.096
H 2.25868 -7.16831 -2.68618 0.308
H 0.76509 -5.13350 -4.32829 0.095
H -0.02699 -6.36036 -3.32146 0.502
H -0.22056 -1.15690 -4.57697 0.205
H 0.94931 -2.40037 -4.73617 -0.331
H -1.35338 -2.15747 -6.67489 0.355
H 0.34484 -2.57448 -6.95465 0.435
H -0.61013 -3.73997 -6.33471 0.326
H -3.73155 -4.86363 -1.85011 0.303
H -3.23812 -3.42368 -2.64788 -0.227
H -3.42580 -6.38652 -3.41229 0.383
H -3.97971 -5.04281 -4.42163 0.382
H -2.28923 -5.36767 -4.26044 0.171
C -2.33222 2.07155 5.92252 -1.363
C -1.01672 2.11524 5.07003 -0.651
O -0.91082 1.14220 4.06773 0.565
P -2.07871 0.53400 3.13534 -0.216
O -1.53802 -0.32271 1.99881 0.232
O -2.99043 -0.35047 4.15849 -0.066
C -4.34507 -0.50406 3.85248 0.211
C -5.12462 -0.68234 5.12141 -1.551
O -2.99958 1.77436 2.71754 -0.319
C -2.69047 2.62321 1.73920 1.893
C -3.82031 3.71711 1.91217 -1.679
H -2.13005 2.71807 6.77647 0.524
H -3.12740 2.60483 5.40156 0.185
H -2.48096 1.00827 6.11069 0.293
H -0.74384 3.04285 4.56685 0.173
H -0.14621 1.88903 5.68578 0.521
H -4.81815 0.34223 3.35441 0.114
H -4.37286 -1.39873 3.23046 0.243
H -4.93971 0.26171 5.63392 0.319
H -6.18331 -0.91561 5.00799 0.381
H -4.78190 -1.48036 5.78005 0.334
H -1.80173 3.22856 1.91748 -0.072
H -2.69115 2.27141 0.70753 -1.149
H -4.77889 3.48728 1.44697 0.197
H -4.17917 3.81445 2.93679 0.368
H -3.45981 4.66079 1.50278 0.404
C 3.53934 2.46339 4.21309 -1.789
C 2.67099 1.57721 3.41720 1.540
O 2.98632 0.27717 3.76197 0.048
P 1.82656 -0.79663 3.56202 -1.026
O 1.09663 -0.65108 2.28460 0.281
O 2.40159 -2.28291 3.78146 0.087
C 3.62332 -2.60369 4.38455 0.387
C 3.54591 -3.94239 5.01921 -1.694
O 0.91252 -0.52855 4.84590 -0.016
C 1.36750 -0.77753 6.17195 -0.235
C 0.08180 -0.80405 7.01590 -1.247
H 3.50990 2.18301 5.26600 0.377
H 4.57914 2.36693 3.90069 0.396
H 3.45626 3.54976 4.18153 0.318
H 1.64514 1.94469 3.44321 -0.421
H 3.05683 1.71842 2.40760 -0.193
H 4.45618 -2.57099 3.68213 0.042
H 3.76566 -1.85911 5.16778 0.368
H 2.54480 -4.21991 5.34912 0.343
H 3.85908 -4.68322 4.28354 0.376
H 4.19781 -3.99675 5.89108 0.384
H 1.81324 -1.76882 6.25411 0.194
H 2.14555 -0.09507 6.51400 0.329
H 0.44592 -0.63581 8.02941 0.471
H -0.64898 -0.01779 6.82655 0.099
H -0.39793 -1.76908 7.17924 0.385
C -6.57750 1.24343 0.96571 -1.123
C -5.68506 1.35668 -0.30199 -0.295
O -4.56185 0.57463 0.15138 0.565
P -3.61976 -0.32598 -0.88314 -0.139
O -2.46090 -1.03013 -0.27636 -1.259
O -4.71742 -1.41168 -1.35090 -0.332
C -5.79068 -1.77694 -0.48451 0.342
C -6.20217 -3.10396 -1.07428 -1.684
O -3.33615 0.59623 -2.14599 0.610
C -3.22195 0.02434 -3.38856 0.282
C -3.46856 1.09937 -4.39111 -1.637
H -6.63550 0.18289 1.21064 0.250
H -6.16593 1.82920 1.78766 0.123
H -7.65683 1.39159 0.93116 0.456
H -6.20082 1.06062 -1.21547 0.478
H -5.47551 2.38205 -0.60663 0.202
H -5.55685 -1.97378 0.56175 0.046
H -6.67345 -1.16316 -0.66369 0.236
H -6.41448 -2.97543 -2.13564 0.352
H -5.48765 -3.86730 -0.76627 0.240
H -7.18683 -3.36379 -0.68563 0.532
H -2.34779 -0.61553 -3.50900 0.183
H -4.07035 -0.55433 -3.75390 0.112
H -3.41874 0.67012 -5.39179 0.504
H -4.44250 1.58803 -4.41856 0.372
H -2.63020 1.78678 -4.50383 0.170
C 3.61248 -2.26955 -3.45812 -1.031
C 3.72047 -1.68853 -2.01036 -0.116
O 3.89616 -2.85969 -1.22858 -0.318
P 3.08494 -2.85292 0.17307 0.332
O 1.64429 -2.34277 0.11097 -0.003
O 3.23050 -4.42347 0.63303 -0.191
C 4.21709 -5.22964 -0.00576 0.362
C 4.41636 -6.61162 0.67533 -1.492
O 4.15199 -2.11847 1.21891 -0.336
C 4.60204 -0.76470 1.13495 0.855
C 5.75554 -0.41670 2.14975 -1.629
H 4.50336 -2.77501 -3.83084 0.447
H 2.79519 -2.99071 -3.44983 -0.098
H 3.38318 -1.42045 -4.10199 0.296
H 4.61129 -1.06351 -1.94814 0.452
H 2.84412 -1.07111 -1.81306 -0.072
H 3.88262 -5.43137 -1.02336 -0.189
H 5.16732 -4.72273 -0.17371 0.360
H 3.55098 -6.96649 1.23506 0.351
H 4.51115 -7.48377 0.02843 0.394
H 5.19038 -6.49528 1.43392 0.364
H 4.89900 -0.70360 0.08797 0.297
H 3.75308 -0.13106 1.39160 -0.555
H 6.57513 -1.13424 2.11107 0.489
H 6.21999 0.54644 1.93815 0.356
H 5.56381 -0.46614 3.22161 0.231
C 4.75728 2.86515 -1.54776 0.425
C 4.55255 4.36623 -1.48368 -0.121
O 5.14381 4.81908 -2.76532 -0.363
C 5.18186 3.78872 -3.58686 0.601
O 5.55362 4.05341 -4.69759 -0.586
O 4.94200 2.64566 -3.01636 -0.366
H 3.97519 2.25912 -1.09039 -0.483
H 5.68193 2.46184 -1.13492 0.363
H 5.18582 4.64721 -0.64218 0.416
H 3.56438 4.79451 -1.31578 0.138
C -2.26133 3.72369 -1.42751 0.579
C -1.73921 4.32072 -2.72088 0.080
O -2.90276 4.78075 -3.38302 -0.377
C -3.99642 4.55229 -2.68748 0.572
O -5.15361 5.04883 -2.86051 -0.644
O -3.66081 3.62248 -1.79723 -0.167
H -1.99268 4.49399 -0.70463 0.299
H -1.71399 2.80832 -1.20251 -0.547
H -1.37238 3.57642 -3.42767 -0.162
H -0.99774 5.09761 -2.53443 0.002
C 1.28933 4.45043 1.92475 0.429
C 0.41666 4.94730 0.74442 1.288
O -0.15333 6.15497 1.18378 -0.460
C -0.21288 6.01762 2.62482 0.496
O -0.77961 6.80815 3.30815 -0.508
O 0.58903 4.98591 3.03701 -0.383
H 2.28515 4.86905 1.77912 0.506
H 1.25313 3.36761 1.80522 -0.662
H -0.19339 4.13208 0.35539 -1.069
H 1.16811 5.32551 0.05135 0.294
```

For the energy, the calculation gives -173669.1316 eV. For the strongest force on any atom, the calculation gives 5.85 eV/A. As for the orbital gap: 9.51 eV. The total charge is +1.

***

Entry 2:
DFT (wB97M-V/def2-TZVPD) results for C5H6F5NO14S3V as an isolated structure.

```
35
Properties=species:S:1:pos:R:3:lowdin_spin:R:1
V 0.21305 0.24728 -0.29775 2.701
N 0.87409 0.74531 1.58253 0.075
S 1.51988 1.88957 2.35320 0.018
O 2.89110 1.76956 2.89357 0.012
O 0.57361 2.79943 3.05147 0.002
F 1.79322 2.80538 0.99050 0.006
S 0.86284 -0.19481 3.02099 0.039
O 0.00381 0.13542 4.17485 0.027
O 2.10331 -0.92308 3.30409 0.024
F 0.00533 -1.38884 2.40473 0.009
C -0.73247 -4.22963 -1.86109 0.000
F -1.19230 -4.72442 -0.74568 0.000
F -0.04103 -5.16841 -2.46245 0.000
F -1.74544 -3.82516 -2.60169 0.000
S 0.44534 -2.79096 -1.49012 0.003
O -0.22281 -1.88771 -0.52287 0.025
O 1.69964 -3.36826 -0.95541 0.001
O 0.66528 -2.28407 -2.85230 0.000
C 3.21441 -0.23757 -1.86442 0.007
O 2.26796 -0.27630 -1.02223 0.208
O 4.37151 -0.27375 -1.46578 0.290
O 2.96725 -0.16781 -3.06022 0.521
C -0.08358 1.48728 -2.65414 0.003
O -0.45992 0.32634 -2.46232 -0.012
O 0.72951 1.65263 -3.53277 0.004
O 0.03367 2.06350 -1.58932 0.015
C -2.21804 2.63896 1.22428 0.002
C -2.89458 1.46703 0.44808 0.002
O -2.01367 0.37434 0.57884 0.018
H -2.06396 2.38077 2.27199 0.000
H -2.79429 3.56169 1.15639 0.000
H -1.21357 2.94414 0.93100 0.002
H -3.15997 1.58033 -0.60303 0.000
H -3.84805 1.28100 0.94242 0.000
H -2.55129 -0.40932 0.71461 0.001
```

For the energy, the calculation gives -107212.8029 eV. For the strongest force on any atom, the calculation gives 10.17 eV/A. As for the spin multiplicity: 5. The expectation value of S² is 6.021. As for the orbital gap (spin up / spin down): 4.05 / 4.09 eV. The total charge is -3.

***

Entry 3:
DFT (wB97M-V/def2-TZVPD) results for a 2-piece molecular cluster, C6H13OP overall.

```
21
Properties=species:S:1:pos:R:3:nbo_charge:R:1
C 0.32418 0.20170 -1.76166 -0.442
C 0.58861 -0.34423 -0.33302 -0.219
C 1.42525 0.73773 -0.89397 -0.217
C 1.04404 -1.82889 -0.36457 -0.601
C 1.25211 2.01503 -0.13176 -0.588
C -4.21679 -0.29604 1.28185 -1.032
O -2.62094 0.64497 -0.72894 -0.977
P -3.23178 -0.66409 -0.33526 1.296
H 0.62649 -0.40264 -2.51155 0.200
H -0.70970 0.55025 -1.82065 0.250
H -0.00183 -0.10475 0.55214 0.203
H 2.40260 0.40584 -1.11868 0.204
H 0.16531 -2.41798 -0.54911 0.200
H 1.42907 -2.09278 0.55893 0.196
H 1.86479 -2.00177 -1.06926 0.202
H 1.53828 2.90221 -0.50840 0.204
H 1.70477 1.87269 0.83277 0.196
H 0.21014 2.01494 -0.00763 0.207
H -5.12354 0.26756 0.89654 0.248
H -4.48323 -1.22616 1.76226 0.228
H -3.85687 0.44187 1.88905 0.243
```

For the energy, the calculation gives -17766.7517 eV. For the strongest force on any atom, the calculation gives 4.17 eV/A. As for the orbital gap: 8.33 eV. Its energy above the lowest of the compared OMol25 structures with the same formula, charge and spin is 39.2 kcal per mole. Its SMILES is C[C@@H]1C[C@H]1C.CP=O.

***

Entry 4:
DFT (wB97M-V/def2-TZVPD) results for a single C3H3NOS molecule.

```
9
Properties=species:S:1:pos:R:3:nbo_charge:R:1
C 1.89401 0.37912 -0.05933 0.109
C 1.53974 -0.99301 0.13393 -0.360
C -1.29090 -0.23882 -0.04825 -0.168
N 2.36271 1.34926 -0.41036 -0.276
O -0.88960 0.95556 0.52009 -0.697
S 0.05330 -1.59926 0.16665 0.513
H -2.11323 -0.77667 0.63554 0.194
H -1.59947 -0.33255 -1.01046 0.180
H 0.04345 1.25638 0.07219 0.506
```

For the energy, the calculation gives -17528.4550 eV. For the strongest force on any atom, the calculation gives 5.83 eV/A. As for the orbital gap: 7.93 eV. Its energy above the lowest of the compared OMol25 structures with the same formula, charge and spin is 80.4 kcal per mole.

***

Entry 5:
DFT (wB97M-V/def2-TZVPD) results for a single C5H7NO2 molecule.

```
15
Properties=species:S:1:pos:R:3:nbo_charge:R:1
C 1.24731 -1.22141 0.13998 -0.089
C 1.35230 1.18715 -0.04052 -0.071
C -0.01709 0.72218 0.32512 -0.343
C -1.41321 1.08990 -0.04697 0.000
C -0.12166 -0.70019 -0.32043 0.066
H 1.65554 -1.96242 -0.49525 0.204
H 1.21083 -1.50517 1.18963 0.185
H 1.91784 1.76164 0.72036 0.191
H 1.56580 1.70913 -0.93972 0.192
H -0.04751 0.56071 1.41688 0.219
H -1.87936 2.04593 -0.18396 0.217
H -0.23713 -0.41208 -1.40872 0.186
N -2.15800 0.06788 -0.07372 -0.084
O 2.08541 -0.05691 -0.13102 -0.534
O -1.50615 -1.08542 0.11524 -0.341
```

For the energy, the calculation gives -10879.7814 eV. For the strongest force on any atom, the calculation gives 3.33 eV/A. As for the orbital gap: 10.61 eV. Its energy above the lowest of the compared OMol25 structures with the same formula, charge and spin is 88.5 kcal per mole. Its SMILES is C1=NO[C@@H]2COC[C@@H]12.

***

energy of number 5 (C5H7NO2)?
-10879.7814 eV